# 1
64
Properties=species:S:1:pos:R:3:forces:R:3:nbo_charge:R:1 method="wB97M-V/def2-TZVPD" s2=2.031 de_lowest_kcal_mol=7.37 spin_multiplicity=3 total_charge=+2 lumo_ev="-5.4738 / -8.1145"
Au 0.434 -0.083 0.437 0.32 0.39 0.20 1.281
N 2.227 -0.047 -2.422 -0.90 0.12 -1.18 -0.536
C 0.873 0.058 -2.609 0.12 0.36 1.88 0.454
C 0.444 -0.068 -3.945 -0.78 0.05 -1.00 -0.172
C -0.921 -0.012 -4.252 0.32 -0.18 -0.09 -0.206
C -1.825 0.211 -3.264 0.06 0.07 0.14 -0.122
C -1.367 0.421 -1.875 -0.50 0.21 0.28 0.176
N 0.023 0.262 -1.610 0.97 -0.36 -0.63 -0.613
C 3.049 -0.371 -1.366 1.16 -0.34 1.03 0.366
C 4.335 -0.827 -1.703 -0.36 0.13 0.07 -0.246
C 5.214 -1.183 -0.707 -0.22 0.14 0.12 -0.109
C 4.802 -1.061 0.616 -0.03 0.04 -0.11 -0.239
C 3.528 -0.598 0.867 0.38 -0.08 0.17 0.074
N 2.668 -0.257 -0.096 -0.37 0.05 -0.53 -0.516
H 2.725 -0.107 -3.304 -0.14 -0.03 0.18 0.422
H 1.166 -0.235 -4.725 0.14 -0.03 -0.11 0.240
H -1.247 -0.166 -5.269 -0.01 -0.01 -0.10 0.262
H -2.887 0.247 -3.439 -0.17 0.00 -0.08 0.250
H -1.946 -0.189 -1.167 0.12 0.05 -0.19 0.263
H 4.613 -0.904 -2.741 0.09 -0.03 -0.18 0.231
H 6.200 -1.546 -0.956 0.07 -0.02 0.00 0.252
H 5.461 -1.318 1.427 0.02 -0.02 0.15 0.253
H 3.173 -0.485 1.880 -0.02 0.02 0.06 0.216
N 1.337 1.222 3.436 0.00 0.07 -0.22 -0.767
C 1.099 -0.083 3.529 0.10 -0.09 0.23 0.619
N 1.327 -0.658 4.696 0.11 -0.02 0.56 -0.556
C 1.116 -1.969 4.790 -0.09 0.54 -0.72 0.615
N 1.358 -2.598 5.925 0.05 -0.13 0.29 -0.723
N 0.665 -2.709 3.749 -0.12 -0.47 -0.09 -0.528
C 0.476 -2.092 2.617 0.28 0.14 0.96 0.460
N 0.691 -0.774 2.429 -0.11 0.12 -0.40 -0.664
C 0.013 -2.927 1.498 -0.31 -0.78 -0.50 0.124
C -0.252 -4.279 1.702 0.04 0.19 0.03 -0.168
C -0.688 -5.044 0.635 0.01 0.20 -0.16 -0.135
C -0.843 -4.438 -0.604 0.03 0.00 0.16 -0.212
C -0.555 -3.087 -0.721 -0.08 -0.31 -0.08 0.051
N -0.139 -2.359 0.301 -0.06 -0.04 0.29 -0.514
H 1.554 1.711 4.290 0.00 -0.04 -0.03 0.432
H 1.043 1.756 2.629 -0.09 0.05 -0.01 0.422
H 1.692 -2.085 6.727 -0.05 -0.04 -0.08 0.429
H 1.182 -3.588 5.990 0.03 0.13 0.02 0.426
H -0.114 -4.694 2.687 0.00 -0.04 0.02 0.264
H -0.904 -6.094 0.767 -0.02 -0.06 0.00 0.248
H -1.183 -5.000 -1.458 -0.04 -0.05 -0.13 0.245
H -0.662 -2.572 -1.667 -0.01 0.01 -0.10 0.190
C -0.228 3.173 -2.873 -0.08 -0.25 0.26 -0.658
C -1.625 2.919 -2.332 0.18 0.95 -0.67 -0.076
O -1.773 1.795 -1.433 -0.02 -0.94 0.18 -0.605
P -1.934 2.053 0.434 0.44 1.93 0.53 1.934
O -1.832 0.680 0.941 0.15 -1.35 -0.14 -1.141
Te -0.179 3.570 0.967 -0.73 -0.29 -0.29 -0.393
O -3.432 2.479 0.460 0.24 -0.27 -0.04 -0.836
C -4.065 3.737 0.142 -0.45 0.61 -0.04 -0.062
C -5.327 3.875 0.976 0.31 -0.15 -0.10 -0.628
H -0.231 4.166 -3.316 0.01 0.06 -0.02 0.257
H 0.045 2.465 -3.650 0.00 0.01 -0.09 0.201
H 0.520 3.149 -2.083 -0.03 0.09 0.04 0.242
H -2.325 2.772 -3.160 -0.06 0.00 0.25 0.211
H -1.941 3.783 -1.741 -0.05 -0.19 -0.05 0.235
H -4.325 3.709 -0.920 0.14 -0.01 0.07 0.184
H -3.371 4.562 0.334 0.03 -0.17 -0.04 0.204
H -5.931 2.975 0.889 -0.07 -0.03 -0.03 0.227
H -5.908 4.720 0.615 0.00 0.06 -0.03 0.237
H -5.091 4.038 2.023 0.05 0.00 0.10 0.227

# 2
71
Properties=species:S:1:pos:R:3:forces:R:3:mulliken_charge:R:1 method="wB97M-V/def2-TZVPD" s2=6.064 spin_multiplicity=5 total_charge=0 lumo_ev="0.3963 / -2.5459"
Pd 0.270 0.024 0.229 -1.84 -0.29 -1.11 -0.276
Si 2.751 -0.616 -0.749 2.03 2.36 -0.16 0.660
P -0.417 0.330 -2.045 -0.21 0.79 0.00 1.108
N 1.400 -1.622 -0.715 -2.33 -2.47 0.54 0.431
H 1.575 -0.076 1.067 2.02 0.21 0.98 -0.654
C -2.215 0.376 -2.295 -0.20 -0.01 -0.14 -1.185
H -2.434 0.340 -3.371 -0.07 0.06 0.23 0.407
H -2.618 1.298 -1.859 0.06 -0.23 -0.08 0.348
H -2.667 -0.488 -1.800 -0.01 0.11 -0.10 0.293
C 0.093 1.894 -2.844 -0.10 0.04 -0.19 -1.219
H -0.118 1.814 -3.918 0.01 0.15 0.16 0.458
H 1.161 2.078 -2.708 -0.24 -0.03 -0.06 0.248
H -0.492 2.719 -2.423 0.16 -0.14 -0.06 0.264
C 0.081 -0.866 -3.327 0.09 -0.22 -0.11 -1.428
H -0.216 -0.452 -4.298 0.00 -0.12 0.14 0.541
H -0.416 -1.826 -3.182 -0.03 0.03 0.04 0.327
H 1.156 -1.046 -3.336 -0.06 0.11 0.03 0.344
C 2.940 1.303 -0.565 0.30 -0.23 0.16 -0.708
H 2.580 1.756 0.366 0.14 -0.16 -0.21 0.006
H 2.549 1.887 -1.408 0.04 -0.35 0.17 0.153
H 4.033 1.417 -0.599 0.04 0.12 0.01 0.426
H 3.791 -1.272 0.087 -0.09 0.02 -0.09 -0.249
H 3.113 -0.572 -2.185 0.22 -0.59 -0.38 -0.288
C 0.918 -2.888 -0.794 0.65 1.02 -0.42 -0.291
C -0.893 -4.484 -0.442 0.13 0.38 0.02 -0.899
C -0.422 -3.176 -0.397 -0.16 -0.46 -0.06 0.454
C 1.746 -3.936 -1.306 -0.41 -0.31 0.09 -0.535
C 1.235 -5.229 -1.367 0.08 0.13 0.05 -0.637
C -0.072 -5.515 -0.916 0.27 0.30 -0.15 -0.423
H -1.909 -4.703 -0.107 0.31 0.06 -0.13 0.403
H -1.061 -2.351 -0.052 0.40 -0.31 -0.09 0.462
H 2.760 -3.683 -1.642 -0.48 -0.21 0.17 0.393
H 1.853 -6.034 -1.768 -0.17 0.22 0.15 0.401
H -0.460 -6.533 -0.960 0.19 0.26 0.00 0.405
C -1.666 3.608 0.069 -0.36 -0.59 -0.99 0.859
O -2.310 3.407 -0.968 0.87 0.26 1.65 -0.642
C -2.135 3.217 1.449 -0.51 -0.02 -0.16 -1.035
H -2.210 4.139 2.047 0.16 -0.35 -0.01 0.415
H -1.442 2.519 1.950 0.09 0.41 -0.18 0.091
H -3.118 2.749 1.405 -0.02 0.04 -0.08 0.354
C -0.312 4.271 0.032 0.20 0.29 0.00 -0.795
H -0.348 5.109 -0.660 0.01 0.06 -0.10 0.380
H 0.478 3.596 -0.324 -0.29 -0.11 0.07 -0.031
H -0.011 4.628 1.018 -0.02 -0.07 -0.05 0.377
C -1.220 -0.934 3.213 -0.74 -0.30 0.47 -1.519
P 0.332 -0.329 2.534 0.43 1.05 1.56 2.062
C 0.742 1.178 3.462 -1.18 -2.07 -1.52 0.612
C -0.193 1.777 4.329 -0.50 1.24 1.14 -0.823
C 0.129 2.977 4.968 -1.22 -1.26 -0.23 -0.527
C 1.364 3.588 4.746 0.57 1.11 0.19 -0.704
C 2.298 2.990 3.892 -0.16 -1.15 -0.55 -0.880
C 2.002 1.772 3.278 1.54 1.45 0.05 -0.388
C 1.509 -1.567 3.234 0.14 -0.79 0.07 0.154
C 2.129 -1.356 4.481 0.13 -0.01 -0.03 -0.423
C 3.009 -2.314 5.005 -0.21 -0.25 -0.52 -0.709
C 3.271 -3.494 4.283 -0.12 0.35 0.17 -0.500
C 2.638 -3.720 3.058 -0.13 0.07 0.02 -0.748
C 1.744 -2.771 2.551 0.36 0.28 0.20 0.013
H -2.018 -0.215 3.009 0.03 -0.12 -0.03 0.367
H -1.145 -1.097 4.295 0.00 0.08 -0.15 0.481
H -1.466 -1.891 2.737 0.04 0.18 0.05 0.382
H -1.162 1.301 4.514 0.35 0.28 0.00 0.276
H -0.604 3.434 5.643 0.31 -0.20 -0.24 0.346
H 1.604 4.531 5.238 -0.06 -0.23 -0.12 0.337
H 3.259 3.462 3.710 -0.04 -0.08 0.08 0.387
H 2.755 1.285 2.653 -0.16 0.14 0.14 0.457
H 1.938 -0.434 5.047 0.05 -0.38 -0.40 0.330
H 3.492 -2.137 5.971 -0.17 -0.08 -0.37 0.395
H 3.969 -4.233 4.685 -0.23 0.25 -0.15 0.361
H 2.832 -4.636 2.489 -0.07 0.34 0.28 0.395
H 1.247 -2.937 1.595 0.17 -0.04 0.34 0.152

# 3
8
Properties=species:S:1:pos:R:3:forces:R:3:nbo_charge:R:1 method="wB97M-V/def2-TZVPD" de_lowest_kcal_mol=111.04 spin_multiplicity=1 total_charge=0 lumo_ev="-2.3247 / -2.3254"
C 0.321 0.190 -0.619 -2.90 -0.25 6.31 0.281
C 0.823 0.175 -1.887 -0.04 -0.92 -3.16 -0.402
C -1.104 0.119 2.223 -0.10 1.16 -1.77 -0.360
N -0.167 0.110 0.465 1.39 0.01 -2.33 -0.206
S 0.038 -0.679 -3.066 0.75 0.79 0.95 0.175
H 1.747 0.701 -2.092 0.05 0.10 0.06 0.248
H -0.212 0.291 2.811 0.47 -0.39 0.02 0.131
H -1.445 -0.906 2.165 0.36 -0.51 -0.07 0.133

# 4
36
Properties=species:S:1:pos:R:3:forces:R:3:nbo_charge:R:1 method="wB97M-V/def2-TZVPD" spin_multiplicity=1 total_charge=+2 lumo_ev=-6.9265
Bi 0.391 0.101 -0.241 -0.65 -0.29 -0.41 2.019
N -1.593 3.478 1.722 0.05 -0.53 0.23 -0.478
C -1.515 4.158 0.528 0.29 -0.08 -1.04 0.173
C -1.840 5.461 0.173 0.01 -0.04 -0.02 -0.231
C -1.619 5.813 -1.143 -0.04 -0.07 0.16 -0.162
C -1.113 4.899 -2.080 0.07 -0.16 -0.06 -0.173
C -0.785 3.604 -1.738 -0.06 0.16 0.15 -0.206
C -0.975 3.240 -0.408 -0.40 1.11 0.25 0.086
N -0.738 2.063 0.253 -0.10 -0.26 0.69 -0.581
C -1.124 2.234 1.511 0.04 0.49 -0.59 0.378
C -0.976 1.135 2.421 -0.33 -0.23 1.37 0.071
C -1.424 0.972 3.703 0.23 -0.07 -0.52 -0.381
S -1.004 -0.577 4.296 0.14 0.16 -0.42 0.651
C -0.248 -0.932 2.824 -0.11 0.07 0.25 -0.105
N -0.299 0.041 1.945 0.06 -0.12 -0.10 -0.555
H -1.953 3.854 2.587 0.05 -0.06 0.00 0.448
H -2.246 6.161 0.886 -0.04 0.10 0.06 0.245
H -1.845 6.818 -1.464 -0.05 0.07 -0.03 0.247
H -0.985 5.223 -3.100 0.03 0.04 -0.11 0.244
H -0.409 2.903 -2.466 0.05 -0.04 -0.15 0.226
H -1.979 1.670 4.297 -0.14 0.11 0.17 0.279
H 0.233 -1.868 2.614 0.07 -0.23 0.02 0.267
N 2.065 -6.017 -0.545 0.03 -0.19 -0.04 -0.713
C 1.611 -4.795 -0.290 -0.18 0.48 0.09 0.275
C 2.469 -3.777 0.196 0.08 -0.05 0.03 -0.282
C 1.987 -2.514 0.373 0.05 -0.29 -0.08 0.033
N 0.705 -2.170 0.128 0.08 0.18 0.03 -0.667
C -0.136 -3.134 -0.289 -0.15 -0.31 -0.11 0.065
C 0.259 -4.427 -0.489 0.10 -0.05 0.03 -0.286
H 3.042 -6.238 -0.439 -0.04 -0.04 0.01 0.420
H 1.468 -6.731 -0.929 0.02 0.02 0.04 0.422
H 3.502 -3.998 0.409 0.12 0.04 0.02 0.248
H 2.634 -1.720 0.719 0.22 0.04 0.04 0.207
H -1.152 -2.820 -0.477 -0.11 -0.03 -0.04 0.246
H -0.456 -5.165 -0.818 -0.13 -0.02 -0.07 0.250
F -1.444 -0.470 -0.850 0.73 0.09 0.13 -0.680